(1)
112
Properties=species:S:1:pos:R:3 method="wB97M-V/def2-TZVPD" homo_ev=-7.855 homo_lumo_gap_ev=8.073 smiles="CCOC(=O)C(F)(F)F.CCOC(=O)C(F)(F)F.Oc1ccc(O)cc1.Oc1ccc(O)cc1.Oc1ccc(O)cc1.Oc1ccc(O)cc1.Oc1ccc(O)cc1.Oc1ccc(O)cc1" total_energy_ev=-95435.996
C 3.2640 3.5155 -2.5668
C 4.8049 3.5588 -2.5112
O 5.1823 2.7766 -1.3409
C 5.2204 1.3977 -1.3988
O 4.9388 0.6556 -2.3429
C 5.5947 0.7892 0.0273
F 5.2314 1.4983 1.0302
F 4.9868 -0.3431 0.1550
F 6.9629 0.6362 -0.0321
H 2.7162 4.3892 -2.9199
H 2.9568 3.3774 -1.5302
H 2.9830 2.6218 -3.1239
H 5.1375 4.5968 -2.5155
H 5.1962 3.1730 -3.4526
C -4.7630 -1.1126 -4.4000
C -3.5202 -1.1409 -3.5529
O -3.1774 0.1459 -3.0975
C -2.6395 1.1171 -3.9122
O -2.4855 1.0122 -5.1266
C -1.9936 2.3215 -3.1910
F -2.1979 2.3762 -1.8667
F -0.6172 2.3229 -3.4025
F -2.4652 3.4872 -3.6956
H -5.0166 -2.1711 -4.4585
H -4.7226 -0.6047 -5.3635
H -5.5447 -0.6480 -3.7990
H -2.7635 -1.7534 -4.0433
H -3.7785 -1.7804 -2.7089
C 3.0820 -2.6272 2.6601
C 2.0963 -2.6345 1.6134
C 1.4915 -3.7735 1.0322
C 1.8407 -4.9424 1.6031
C 2.6634 -5.0270 2.7309
C 3.3078 -3.8726 3.2486
O 4.1259 -3.9474 4.3538
O 0.7516 -3.8659 -0.1134
H 3.6451 -1.7483 2.9371
H 1.8196 -1.6687 1.2172
H 1.6087 -5.8300 1.0333
H 2.8048 -6.0525 3.0390
H 4.5884 -3.1332 4.5656
H 0.0001 -4.4624 -0.0851
C -1.8105 -2.4098 6.6074
C -1.7441 -1.1840 5.9281
C -1.5927 -1.1667 4.5535
C -1.5589 -2.3880 3.8102
C -1.5874 -3.5853 4.4834
C -1.6130 -3.6129 5.8790
O -1.7893 -4.8844 6.4815
O -1.4495 0.0139 3.9198
H -1.9279 -2.4553 7.6800
H -1.7479 -0.2325 6.4391
H -1.4857 -2.3600 2.7330
H -1.4306 -4.5035 3.9367
H -1.8923 -4.9862 7.4306
H -1.9962 0.7578 4.1829
C -2.2546 6.7051 -0.4596
C -1.9507 5.7451 0.5182
C -1.0153 4.7663 0.2469
C -0.4322 4.6941 -1.0345
C -0.6690 5.6512 -1.9768
C -1.5223 6.6851 -1.7099
O -1.8855 7.6419 -2.6563
O -0.5469 3.8481 1.1450
H -2.9540 7.5224 -0.3635
H -2.4306 5.6818 1.4836
H 0.1579 3.8205 -1.2688
H -0.2011 5.4970 -2.9378
H -1.3507 7.7693 -3.4433
H -0.2780 3.0411 0.7000
C 3.7512 -3.2340 -5.1931
C 3.7916 -2.7132 -3.9016
C 2.9711 -3.3006 -2.9159
C 2.1116 -4.3639 -3.2865
C 2.1797 -4.9144 -4.5767
C 2.9976 -4.4055 -5.5254
O 2.7885 -4.7946 -6.8244
O 3.0160 -2.9359 -1.6171
H 4.2517 -2.8233 -6.0575
H 4.4933 -1.9160 -3.7053
H 1.4859 -4.8059 -2.5252
H 1.5031 -5.6677 -4.9524
H 3.4968 -4.4580 -7.3781
H 2.2317 -3.2821 -1.1852
C -0.9877 -0.7572 -0.6167
C -0.8412 -0.0695 0.6229
C 0.3370 0.5635 0.9836
C 1.3361 0.5868 0.0152
C 1.1956 -0.0165 -1.2004
C 0.0893 -0.7233 -1.4786
O 0.0770 -1.4460 -2.6405
O 0.4034 1.3106 2.1244
H -1.8821 -1.2918 -0.9005
H -1.7033 0.1632 1.2304
H 2.2602 1.0974 0.2427
H 2.0397 -0.0037 -1.8740
H 0.8562 -1.9127 -2.9515
H -0.2920 1.0551 2.7350
C -4.4087 1.3941 2.1677
C -3.3172 2.1723 2.2450
C -2.9081 2.6895 3.5364
C -3.6465 2.3827 4.6648
C -4.7697 1.5858 4.5784
C -5.1932 1.0991 3.3505
O -6.3295 0.3980 3.3091
O -1.7784 3.4063 3.5772
H -4.8091 1.0057 1.2429
H -2.7113 2.4779 1.4049
H -3.2465 2.7228 5.6085
H -5.2708 1.2230 5.4637
H -6.5809 0.1068 2.4296
H -1.3456 3.6935 2.7699



(2)
111
Properties=species:S:1:pos:R:3 method="wB97M-V/def2-TZVPD" relative_energy_ev=1.298 homo_ev=-6.311 homo_lumo_gap_ev=5.326 total_energy_ev=-213711.907
Ba -0.4015 -1.1472 0.5001
C 4.4278 -1.1483 2.0842
C 3.4652 -1.1621 3.2713
S 1.9716 -0.1639 3.0988
C 2.5114 1.5232 3.4127
C 3.2643 2.2432 2.2986
S 2.3251 2.2735 0.7572
C 3.7472 2.3191 -0.3575
C 3.4223 1.9536 -1.8079
S 2.7520 0.3071 -2.1343
C 4.2332 -0.7164 -2.0024
C 4.8136 -1.0176 -0.6177
S 3.5373 -1.4627 0.5555
H 5.1963 -1.9054 2.2469
H 4.9272 -0.1860 1.9918
H 3.9891 -0.8709 4.1835
H 3.0840 -2.1720 3.4156
H 3.1100 1.5134 4.3269
H 1.5873 2.0645 3.6444
H 4.2255 1.7651 2.1179
H 3.4707 3.2655 2.6290
H 4.4860 1.6342 0.0526
H 4.1822 3.3207 -0.3388
H 4.3228 2.0859 -2.4140
H 2.6489 2.6136 -2.1955
H 5.0214 -0.2758 -2.6177
H 3.9458 -1.6536 -2.4847
H 5.3506 -0.1581 -0.2220
H 5.5304 -1.8362 -0.7043
C -1.3671 -3.4299 -3.9010
P -0.5103 -2.2718 -2.7618
C 1.2511 -2.6710 -3.1184
C -0.8198 -0.6972 -3.6502
C -0.1319 -0.3400 -4.8057
C -0.4628 0.8153 -5.4987
C -1.5081 1.6154 -5.0551
C -2.1983 1.2751 -3.9026
C -1.8559 0.1351 -3.1820
P -2.5789 -0.2222 -1.5381
C -3.8608 -1.5108 -1.8932
C -3.6839 1.1984 -1.2104
H -0.9567 -3.3166 -4.9058
H -2.4342 -3.2082 -3.9265
H -1.2329 -4.4640 -3.5732
H 1.4143 -2.9496 -4.1616
H 1.5812 -3.4852 -2.4743
H 1.8657 -1.7958 -2.8928
H 0.6830 -0.9636 -5.1627
H 0.1019 1.0962 -6.3803
H -1.7589 2.5282 -5.5821
H -2.9691 1.9431 -3.5381
H -4.3964 -1.2879 -2.8150
H -4.5750 -1.5324 -1.0650
H -3.4115 -2.5015 -1.9606
H -4.4267 1.3601 -1.9953
H -3.0854 2.1006 -1.0818
H -4.2066 0.9930 -0.2751
Se -2.8349 2.3160 7.8369
N -2.5683 0.6302 7.3255
C -2.1825 0.6963 6.0893
C -1.8393 -0.4942 5.2896
C -1.8502 -1.7681 5.8495
C -1.4796 -2.8420 5.0788
C -1.1211 -2.6041 3.7603
N -1.1201 -1.3951 3.2000
C -1.4670 -0.3374 3.9634
C -1.3814 1.0312 3.3500
N -0.9953 1.1096 2.0607
C -0.8375 2.3158 1.5086
C -1.0732 3.5000 2.2065
C -1.4899 3.4197 3.5089
C -1.6463 2.1626 4.0995
C -2.0788 2.0157 5.5010
N -2.3818 3.0202 6.2642
H -2.1378 -1.8821 6.8888
H -1.4515 -3.8488 5.4746
H -0.8042 -3.4357 3.1387
H -0.5077 2.3625 0.4654
H -0.9181 4.4475 1.7033
H -1.6953 4.3051 4.1000
O -3.1930 8.0287 -4.0713
C -1.8772 7.7022 -4.2051
O -1.1676 8.4374 -4.8319
C -1.4307 6.4352 -3.5614
C -0.1852 5.9196 -3.9118
C 0.2870 4.7448 -3.3571
C -0.4532 4.0051 -2.4031
S 0.1553 2.5051 -1.7528
C -1.7028 4.5609 -2.0501
C -2.1749 5.7388 -2.6143
H -3.6461 7.3042 -3.6260
H 0.4048 6.4658 -4.6380
H 1.2533 4.3577 -3.6627
H -2.2982 4.0578 -1.2972
H -3.1318 6.1176 -2.2620
O -1.8570 -3.0874 0.4697
C -0.8330 -3.7855 0.6125
N 0.4348 -3.3019 0.4607
S 1.5616 -4.4325 0.8799
O 2.1477 -4.0673 2.1418
O 2.4103 -4.7470 -0.2249
C 0.3977 -5.7307 1.1717
C 0.6281 -7.0410 1.5482
C -0.4902 -7.8428 1.7541
C -1.7841 -7.3397 1.5935
C -1.9913 -6.0166 1.2181
C -0.8755 -5.2288 1.0098
H 1.6318 -7.4288 1.6739
H -0.3536 -8.8789 2.0434
H -2.6330 -7.9919 1.7599
H -2.9857 -5.6042 1.0864